--- one ---
Formula: C4H11N2
Source: the OMol25 dataset
Level of theory: ωB97M-V with the def2-TZVPD basis set

## Properties
E_HOMO ... -11.923 eV
HOMO-LUMO gap ... 4.87 eV

```
! RIJCOSX wB97M-V def2-TZVPD def2/J DEFGRID3
* xyz 1 1
C -0.6986 0.8711 -2.1444
C 0.0021 1.6011 -1.0579
C 0.9106 0.9664 -0.1355
C 1.6152 1.2894 1.0202
N 2.3948 0.1111 1.4646
N -3.3162 -3.5349 0.6357
H -0.8055 1.5737 -3.0207
H -1.7154 0.5312 -2.0014
H -0.3363 2.6066 -0.6449
H -2.6899 -4.0947 0.2284
H 1.1330 -0.0810 -0.5115
H 1.8471 2.1869 1.6351
H 2.1472 -0.0119 2.4832
H 3.3285 0.0434 1.3225
H -3.0676 -3.3337 1.6240
H -0.0947 -0.0005 -2.3792
H -4.2721 -3.8226 0.4676
*
```

--- two ---
Formula: C4H11N2
Source: the OMol25 dataset
Level of theory: ωB97M-V with the def2-TZVPD basis set

## Properties
E_HOMO ... -13.415 eV
HOMO-LUMO gap ... 9.56 eV

```
! RIJCOSX wB97M-V def2-TZVPD def2/J DEFGRID3
* xyz 1 1
C -0.1466 -1.1984 2.9173
C 0.6178 -0.3631 2.2958
C -1.6408 0.4111 -0.7009
C 0.3073 -0.6535 -1.8289
N 0.7335 -0.4321 -3.0203
N -0.2120 0.5505 -1.1718
H -0.7149 -0.8719 3.8321
H -0.3863 -2.2203 2.6532
H 0.9858 0.5640 2.6230
H -2.1467 1.3405 -0.3833
H -2.2769 0.0897 -1.5461
H -1.8222 -0.3730 0.0224
H 0.9826 -0.5887 1.1911
H 0.6618 0.5024 -3.4093
H 1.1934 -1.0503 -3.6167
H -0.0232 1.3095 -1.8752
H 0.4027 0.7762 -0.3096
*
```

--- three ---
Formula: C4H11N2
Source: the OMol25 dataset
Level of theory: ωB97M-V with the def2-TZVPD basis set

## Properties
E_HOMO ... -13.594 eV
HOMO-LUMO gap ... 9.42 eV

```
! RIJCOSX wB97M-V def2-TZVPD def2/J DEFGRID3
* xyz 1 1
C -0.3077 -0.6538 0.2711
C 1.4241 -0.1543 -0.5428
C -1.0162 1.6166 0.1247
C -1.4894 0.2186 -0.1660
N 2.3664 -0.3211 0.2952
N -0.3695 -1.9742 -0.0005
H -0.1462 -0.5685 1.3228
H 1.3895 -0.0604 -1.6003
H -0.5304 2.2781 -0.6935
H -0.2914 1.6421 0.9949
H -1.9697 2.2349 0.1431
H -1.6955 -0.0002 -1.1955
H -2.3220 -0.1196 0.4509
H 2.0047 -0.4608 1.3071
H 3.3672 -0.4434 0.0648
H 0.3300 -2.7087 0.3556
H -1.0671 -2.2334 -0.7144
*
```

The winner here is three, beating the second structure by 23.8 kcal/mol.

--- one ---
Formula: C4H11N2
Source: the OMol25 dataset
Level of theory: ωB97M-V with the def2-TZVPD basis set

## Properties
E_HOMO ... -13.360 eV
HOMO-LUMO gap ... 8.88 eV

```
! RIJCOSX wB97M-V def2-TZVPD def2/J DEFGRID3
* xyz 1 1
C -1.1499 -0.3509 0.2577
C 0.1946 1.0795 -0.8839
C 0.0490 0.2352 0.3530
C -1.8206 -1.5131 0.9418
N -0.4022 2.2210 -0.9941
N 2.3909 -0.4381 0.0701
H -1.8033 0.0999 -0.6141
H 0.7003 0.6464 -1.7370
H 0.7437 0.3351 1.0941
H -2.8909 -1.3561 0.9522
H -1.3666 -1.7565 2.0096
H -1.4550 -2.4621 0.3763
H -0.9172 2.4581 -0.2062
H -0.5055 2.8518 -1.8300
H 2.3253 -1.4854 0.3636
H 3.0971 -0.0796 0.6649
H 2.8102 -0.4852 -0.8181
*
```

--- two ---
Formula: C4H11N2
Source: the OMol25 dataset
Level of theory: ωB97M-V with the def2-TZVPD basis set

## Properties
E_HOMO ... -12.527 eV
HOMO-LUMO gap ... 7.38 eV

```
! RIJCOSX wB97M-V def2-TZVPD def2/J DEFGRID3
* xyz 1 1
C -2.1863 0.2841 -0.4354
C -0.9260 0.7464 0.2568
C -0.4389 0.1343 1.3500
N 0.8319 0.3443 1.9164
H -2.7550 -0.4277 0.1576
H -2.8166 1.1335 -0.6963
H -1.9638 -0.2096 -1.3897
H -0.4284 1.6726 -0.0301
H -1.0389 -0.6586 1.7877
H 0.8604 -0.0366 2.8546
H 1.0362 1.3367 1.9805
C 1.8837 -0.9729 -1.2069
N 0.8458 -0.4946 -1.7678
H 2.0193 -0.7184 -0.1584
H 2.6070 -1.5712 -1.7480
H 0.4850 -0.7914 -2.6725
H 0.1657 -0.0558 -1.1110
*
```

--- three ---
Formula: C4H11N2
Source: the OMol25 dataset
Level of theory: ωB97M-V with the def2-TZVPD basis set

## Properties
E_HOMO ... -15.327 eV
HOMO-LUMO gap ... 7.37 eV

```
! RIJCOSX wB97M-V def2-TZVPD def2/J DEFGRID3
* xyz 1 1
C 0.3593 -1.7664 -1.0745
C 0.1956 -0.3243 -1.4454
C -0.3729 0.4104 -0.2744
C 0.5231 1.3024 0.3660
N 0.0951 2.0619 1.5541
N -1.5718 -0.0317 0.1097
H 0.8566 -1.9354 -0.1336
H -0.7189 -2.0383 -0.9045
H 0.7762 -2.4211 -1.8844
H 1.1477 0.1526 -1.7082
H -0.5243 -0.2323 -2.2828
H 1.5294 1.5765 -0.0322
H 0.6653 1.9789 2.3751
H 0.3575 -0.8537 1.3876
H -0.8964 2.2393 1.7327
H -2.0961 0.5411 0.8278
H -0.3254 -0.6600 1.3870
*
```

--- four ---
Formula: C4H11N2
Source: the OMol25 dataset
Level of theory: ωB97M-V with the def2-TZVPD basis set

## Properties
SMILES ... C=C(N)CC[NH3+]
E_HOMO ... -12.354 eV
HOMO-LUMO gap ... 8.85 eV

```
! RIJCOSX wB97M-V def2-TZVPD def2/J DEFGRID3
* xyz 1 1
C 0.6890 -1.6575 -0.6856
C -0.0566 -0.9200 0.1626
N -1.4357 -1.0859 0.2521
C 0.5771 0.1526 0.9911
C 0.8257 1.4260 0.1798
N -0.3551 1.6337 -0.7427
H 0.1928 -2.4829 -1.1736
H 1.7281 -1.3856 -0.7779
H -1.9497 -0.6796 1.0233
H -1.8220 -1.9923 -0.0045
H 1.4741 -0.2665 1.4292
H -0.0405 0.4680 1.8372
H 1.0490 2.3021 0.7799
H 1.6900 1.3201 -0.4752
H -1.2532 1.3587 -0.3474
H -0.4989 2.6002 -1.0559
H -0.1602 0.9997 -1.5173
*
```

The winner here is four, beating the second structure by 20.3 kcal/mol.

--- one ---
Formula: C4H11N2
Source: the OMol25 dataset
Level of theory: ωB97M-V with the def2-TZVPD basis set

## Properties
SMILES ... NCC/C=C\[NH3+]
E_HOMO ... -13.076 eV
HOMO-LUMO gap ... 9.22 eV

```
! RIJCOSX wB97M-V def2-TZVPD def2/J DEFGRID3
* xyz 1 1
N 1.8081 1.7003 0.5112
C 0.6113 1.2053 1.3116
C -0.2824 0.1390 0.5227
C -0.3133 0.4487 -0.9540
C -0.8185 -0.6531 -1.6807
N -0.9923 -1.9363 -0.8387
H 2.2311 0.8325 0.1506
H 2.4239 2.2156 1.1302
H -0.0136 2.1109 1.5130
H 0.7340 0.7614 2.2873
H 0.2071 -0.8068 0.8647
H -1.3410 0.0798 0.9730
H -0.1155 1.4639 -1.3803
H -0.9645 -0.6908 -2.7223
H -0.1462 -2.4666 -0.7648
H -1.8321 -2.4898 -1.1217
H -1.1962 -1.9141 0.1982
*
```

--- two ---
Formula: C4H11N2
Source: the OMol25 dataset
Level of theory: ωB97M-V with the def2-TZVPD basis set

## Properties
SMILES ... CNCCC=[NH2+]
E_HOMO ... -13.516 eV
HOMO-LUMO gap ... 9.38 eV

```
! RIJCOSX wB97M-V def2-TZVPD def2/J DEFGRID3
* xyz 1 1
C 0.1681 -0.4489 -2.2826
N 0.1156 0.2134 -0.9726
C 1.1046 -0.2993 -0.0021
C 0.6356 0.0930 1.3858
C -0.8748 -0.0096 1.2764
N -1.6480 0.8987 1.7163
H -0.1181 -1.5491 -2.2402
H -0.7320 -0.1103 -2.8697
H 1.1634 -0.2777 -2.6841
H 0.3317 1.1325 -1.1730
H 2.0576 -0.0681 -0.4459
H 1.0674 -1.3344 -0.0033
H 0.9028 -0.8336 1.9394
H 0.8815 1.0755 1.8151
H -1.2066 -1.0428 0.9500
H -1.1643 1.7451 1.8145
H -2.6845 0.8156 1.7759
*
```

The winner here is two, beating the second structure by 20.8 kcal/mol.

--- one ---
Formula: C4H11N2
Source: the OMol25 dataset
Level of theory: ωB97M-V with the def2-TZVPD basis set

## Properties
SMILES ... C=NCCC[NH3+]
E_HOMO ... -13.084 eV
HOMO-LUMO gap ... 9.64 eV

```
! RIJCOSX wB97M-V def2-TZVPD def2/J DEFGRID3
* xyz 1 1
C -1.9441 1.2405 1.2100
N -0.9379 0.7677 0.6032
C -0.4469 -0.5866 0.9592
C 1.0172 -0.8669 0.4689
C 1.0708 -0.7661 -1.0449
N 0.6824 0.6091 -1.5222
H -2.1198 1.4433 2.2744
H -2.7695 1.6867 0.6414
H -1.1232 -1.2931 0.4757
H -0.5193 -0.7280 2.0412
H 1.0873 -1.9122 0.7555
H 1.5295 -0.0528 0.9792
H 0.5078 -1.5002 -1.6159
H 2.1128 -0.8729 -1.3495
H 0.6300 0.5930 -2.5412
H -0.1987 1.0108 -1.1438
H 1.4217 1.2279 -1.1912
*
```

--- two ---
Formula: C4H11N2
Source: the OMol25 dataset
Level of theory: ωB97M-V with the def2-TZVPD basis set

## Properties
E_HOMO ... -14.194 eV
HOMO-LUMO gap ... 11.14 eV

```
! RIJCOSX wB97M-V def2-TZVPD def2/J DEFGRID3
* xyz 1 1
C -1.3497 -0.6458 -0.3991
C 0.1071 -1.0589 -0.3751
C 1.1202 0.0278 -0.0936
C 2.1253 0.3057 -0.9123
N 0.6709 1.0442 0.8890
N -1.6916 0.1567 0.8209
H -1.5629 0.0031 -1.2479
H -2.0269 -1.4906 -0.4623
H 0.2658 -1.9455 0.2474
H 0.3725 -1.5112 -1.3327
H 2.7384 1.1835 -0.7599
H 2.3515 -0.3422 -1.7401
H 0.5283 1.9223 0.3958
H 1.3369 1.2426 1.6297
H -0.5735 0.6535 1.1009
H -2.3998 0.8607 0.6354
H -2.0125 -0.4057 1.6038
*
```

The winner here is two, beating the second structure by 31.2 kcal/mol.

--- one ---
Formula: C5H10N2O
Source: the OMol25 dataset
Level of theory: ωB97M-V with the def2-TZVPD basis set

## Properties
E_HOMO ... -8.239 eV
HOMO-LUMO gap ... 8.90 eV

```
! RIJCOSX wB97M-V def2-TZVPD def2/J DEFGRID3
* xyz 0 1
C -1.0745 0.5734 0.0346
C -2.0645 0.6481 1.1372
C 0.0088 -0.4883 0.1167
C 1.3684 -0.1467 -0.4282
N 2.2981 -1.0996 -0.1194
C 1.6081 0.9530 -1.1670
O -1.2398 -0.6492 -1.1972
N 0.0054 -1.3398 1.1183
H -0.6909 -0.3756 -1.9447
H -1.0241 1.4529 -0.6079
H 1.9881 -1.7095 0.6316
H 3.2688 -0.8362 -0.1304
H -0.9026 -1.7580 1.2968
H -2.7994 -0.1624 1.0766
H -2.6306 1.5780 1.0550
H -1.5515 0.5372 2.0955
H 0.8339 1.6523 -1.4304
H 2.5983 1.1704 -1.5372
*
```

--- two ---
Formula: C5H10N2O
Source: the OMol25 dataset
Level of theory: ωB97M-V with the def2-TZVPD basis set

## Properties
E_HOMO ... -9.201 eV
HOMO-LUMO gap ... 10.02 eV

```
! RIJCOSX wB97M-V def2-TZVPD def2/J DEFGRID3
* xyz 0 1
C 0.9280 -0.5745 0.0590
C 1.1157 0.9161 -0.0949
C -1.7426 0.0834 -0.5570
C 0.8934 -1.5972 -0.9496
N -0.8926 -0.3969 0.5267
N 0.3251 1.4739 0.9898
C -0.6475 0.6044 1.4946
O -1.1061 0.6946 2.6077
H 0.7180 2.1665 1.6105
H 1.3109 -0.9251 1.0183
H 2.1731 1.1753 0.0229
H 0.7780 1.2559 -1.0792
H -1.6138 -0.5649 -1.4321
H -1.5427 1.1177 -0.8653
H -2.7924 0.0168 -0.2569
H -0.1823 -1.7532 -0.3016
H 1.6115 -2.3986 -0.8284
H 0.6662 -1.2940 -1.9644
*
```

The winner here is two, beating the second structure by 20.6 kcal/mol.

--- one ---
Formula: C4H8O2
Source: the OMol25 dataset
Level of theory: ωB97M-V with the def2-TZVPD basis set

## Properties
SMILES ... C[C@H]1COCO1
E_HOMO ... -9.605 eV
HOMO-LUMO gap ... 10.65 eV

```
! RIJCOSX wB97M-V def2-TZVPD def2/J DEFGRID3
* xyz 0 1
C 1.1997 0.0737 1.4844
C 0.1951 -0.0668 0.3673
C -1.0523 0.7225 0.0181
O -1.5123 -0.2377 -0.9799
C -0.3343 -0.5056 -1.7397
O 0.7825 -0.2178 -0.9147
H 0.6582 0.1366 2.4351
H 1.7502 -0.8754 1.4948
H 1.9198 0.8898 1.4162
H -0.3497 -0.9855 0.6097
H -1.7021 0.8212 0.8980
H -0.9715 1.6862 -0.4958
H -0.2783 -1.5601 -2.0564
H -0.3033 0.1442 -2.6237
*
```

--- two ---
Formula: C4H8O2
Source: the OMol25 dataset
Level of theory: ωB97M-V with the def2-TZVPD basis set

## Properties
SMILES ... C=C(C=O)OC.[H][H]
E_HOMO ... -9.100 eV
HOMO-LUMO gap ... 9.40 eV

```
! RIJCOSX wB97M-V def2-TZVPD def2/J DEFGRID3
* xyz 0 1
C 1.7728 0.2404 -0.1896
C 0.4406 0.1586 -0.0534
C -0.3348 0.1914 1.2459
O -0.1869 -0.3742 2.2987
O -0.2897 0.5283 -1.1463
C -1.6880 0.3219 -1.1429
H 2.5072 -0.2499 0.4290
H 2.1504 0.8129 -1.0254
H -1.0963 0.9914 1.1498
H -1.9716 0.1044 -2.1746
H -1.9888 -0.5275 -0.5151
H -2.2080 1.2239 -0.8046
H 1.1345 -1.9562 0.9407
H 1.5077 -1.6368 1.4936
*
```

The winner here is one, beating the second structure by 45.8 kcal/mol.